The following is a DFT calculation (ωB97M-V/def2-TZVPD) of a single C5H8N2O2 molecule at a distorted geometry.

Values from the calculation:
- E_HOMO (Ha) = -0.3389
- relative energy (zero: lowest compared OMol25 entry of this formula, charge and spin) (kcal per mole) = 50.83
- DFT total energy (Ha) = -455.27748
- spin multiplicity = 1
- SMILES string = C[C@@H]1C(=O)[C@]1(N)C(N)=O

```
17
C5H8N2O2, DFT ωB97M-V/def2-TZVPD
C -1.397 1.278 0.593
C -1.231 0.020 -0.239
C -0.705 -1.244 0.286
O -0.801 -2.144 1.069
C 0.149 -0.541 -0.681
N 0.295 -0.926 -2.042
C 1.443 0.036 -0.005
N 1.469 0.179 1.339
O 2.335 0.429 -0.726
H -2.322 1.788 0.331
H -1.438 1.052 1.658
H -0.571 1.968 0.432
H -1.964 -0.109 -1.030
H 0.824 -0.215 -2.540
H 0.794 -1.805 -2.136
H 2.321 0.514 1.761
H 0.798 -0.279 1.931
```